Record 1
DFT (ωB97M-V/def2-TZVPD) results for a molecular structure, C38H32CoN6S2Sb.

Calculated values
M: 817.54 g/mol
Total charge: +2
Orbital gap (spin up / spin down): 5.554 / 5.436 eV
E_HOMO (spin up / spin down): -13.553 / -13.553 eV

Geometry as XYZ:
```
80
C38H32CoN6S2Sb ωB97M-V/def2-TZVPD
Co -0.425 0.184 0.706
N 0.955 -3.697 2.212
C 0.740 -2.448 1.817
S -0.623 -2.170 0.760
N 1.526 -1.480 2.205
N 1.296 -0.260 1.767
C 2.066 0.740 2.098
C 3.149 0.626 3.080
C 2.868 0.097 4.342
C 3.851 0.046 5.312
C 5.135 0.486 5.026
C 5.431 0.977 3.762
C 4.446 1.062 2.796
C 1.787 1.991 1.405
C 2.461 3.181 1.690
C 2.199 4.312 0.936
C 1.255 4.225 -0.080
C 0.611 3.015 -0.289
N 0.841 1.929 0.442
H 0.314 -4.427 1.945
H 1.755 -3.926 2.780
H 1.865 -0.228 4.567
H 3.620 -0.334 6.295
H 5.905 0.450 5.781
H 6.436 1.294 3.528
H 4.693 1.424 1.809
H 3.185 3.198 2.488
H 2.717 5.239 1.132
H 1.023 5.077 -0.699
H -0.108 2.912 -1.097
C -3.902 1.273 -5.596
C -2.537 1.391 -5.789
C -1.654 1.035 -4.782
C -2.150 0.537 -3.591
C -3.514 0.443 -3.379
C -4.390 0.804 -4.389
Sb -0.775 -0.245 -2.089
C -1.315 -2.328 -2.164
C -0.355 -3.285 -2.454
C -0.698 -4.626 -2.438
C -1.987 -5.015 -2.107
C -2.940 -4.055 -1.806
C -2.602 -2.714 -1.816
C 1.063 -0.202 -3.217
C 1.094 -0.788 -4.474
C 2.264 -0.755 -5.214
C 3.397 -0.143 -4.702
C 3.361 0.443 -3.449
C 2.193 0.414 -2.705
H -4.583 1.557 -6.382
H -2.146 1.765 -6.721
H -0.591 1.133 -4.942
H -3.903 0.081 -2.438
H -5.452 0.718 -4.228
H 0.661 -2.988 -2.683
H 0.052 -5.368 -2.663
H -2.236 -6.064 -2.044
H -3.942 -4.353 -1.537
H -3.343 -1.978 -1.537
H 0.207 -1.262 -4.874
H 2.293 -1.209 -6.192
H 4.309 -0.129 -5.277
H 4.243 0.922 -3.049
H 2.171 0.870 -1.722
N -2.764 2.435 0.331
C -2.797 1.803 1.510
N -1.952 0.853 1.864
C -2.237 0.391 3.144
C -1.557 -0.597 3.850
C -1.991 -0.939 5.116
C -3.088 -0.315 5.700
C -3.776 0.675 5.019
C -3.339 1.016 3.752
S -4.012 2.222 2.676
H -2.125 2.137 -0.389
H -3.410 3.184 0.150
H -0.708 -1.093 3.408
H -1.468 -1.709 5.659
H -3.410 -0.602 6.689
H -4.633 1.163 5.456
```

Mulliken atomic charge list, values in e, 5 entries: Co 1.439; N -0.390; C 0.405; S -0.243; N -1.478

***

Record 2
DFT (ωB97M-V/def2-TZVPD) results for 17 unconnected molecules or ions with the total composition C78H102O34.

Calculated values
M: 1583.64 g/mol
Orbital gap: 8.146 eV
E_HOMO: -7.805 eV

Geometry as XYZ:
```
214
C78H102O34 ωB97M-V/def2-TZVPD
C -1.743 4.572 4.194
C -0.548 3.875 4.367
C -0.543 2.520 4.697
C -1.784 1.859 4.926
C -2.935 2.559 4.776
C -2.961 3.874 4.320
O -4.105 4.522 4.007
O 0.628 1.800 4.825
H -1.790 5.625 3.966
H 0.391 4.429 4.272
H -1.666 0.832 5.271
H -3.904 2.159 5.081
H -4.867 3.908 4.062
H 0.346 0.927 4.519
C -4.684 0.663 -1.328
C -5.057 0.482 -2.656
C -5.061 1.493 -3.566
C -4.511 2.733 -3.211
C -4.042 2.872 -1.905
C -4.207 1.858 -0.935
O -3.766 2.001 0.362
O -5.511 1.348 -4.900
H -4.941 -0.074 -0.573
H -5.279 -0.553 -3.058
H -4.241 3.498 -3.975
H -3.653 3.817 -1.663
H -3.441 2.910 0.550
H -6.134 0.582 -4.971
C -2.412 4.626 -4.655
C -1.547 3.851 -5.434
C -0.363 3.433 -4.816
C 0.023 3.924 -3.589
C -0.781 4.857 -2.965
C -2.039 5.186 -3.453
O -2.959 6.069 -2.960
O 0.563 2.658 -5.493
H -3.277 5.127 -5.047
H -1.797 3.496 -6.459
H 1.013 3.637 -3.138
H -0.383 5.344 -2.098
H -2.639 6.323 -2.071
H 0.010 2.288 -6.155
C 3.915 -5.634 -3.340
C 4.420 -6.725 -2.648
C 3.600 -7.348 -1.680
C 2.363 -6.877 -1.379
C 1.835 -5.794 -2.087
C 2.587 -5.248 -3.117
O 2.137 -4.183 -3.904
O 4.061 -8.542 -1.136
H 4.434 -5.095 -4.145
H 5.392 -7.164 -2.934
H 1.782 -7.360 -0.605
H 0.835 -5.451 -1.786
H 1.351 -3.920 -3.461
H 3.419 -8.768 -0.435
C 5.548 -2.820 1.881
C 4.358 -2.442 1.218
C 3.509 -3.436 0.664
C 3.772 -4.799 0.945
C 4.844 -5.152 1.707
C 5.760 -4.190 2.205
O 6.925 -4.520 2.816
O 2.575 -2.973 -0.208
H 6.248 -2.058 2.144
H 4.159 -1.358 1.019
H 3.141 -5.533 0.384
H 5.135 -6.215 1.813
H 7.060 -5.423 2.998
H 2.044 -3.748 -0.523
C 4.131 1.448 1.477
C 5.391 0.909 1.490
C 6.006 0.447 2.657
C 5.262 0.473 3.830
C 3.960 1.024 3.821
C 3.411 1.546 2.643
O 2.127 2.114 2.636
O 7.267 -0.064 2.608
H 3.718 2.034 0.659
H 6.007 0.868 0.598
H 5.640 0.109 4.812
H 3.418 1.126 4.766
H 1.745 2.056 3.488
H 7.643 -0.176 1.696
C -2.829 -5.400 2.933
C -1.969 -4.617 2.179
C -1.013 -5.231 1.402
C -0.898 -6.612 1.457
C -1.710 -7.389 2.199
C -2.661 -6.778 3.034
O -3.497 -7.596 3.805
O -0.120 -4.547 0.652
H -3.658 -4.947 3.462
H -2.134 -3.528 2.230
H -0.085 -7.110 0.824
H -1.321 -8.423 2.405
H -4.245 -7.081 4.147
H 0.028 -3.649 1.025
C -2.785 6.569 0.353
C -2.519 7.907 0.044
C -1.220 8.391 0.193
C -0.251 7.532 0.649
C -0.535 6.131 0.898
C -1.795 5.644 0.689
O -2.230 4.338 0.922
O -0.918 9.724 0.047
H -3.748 6.063 0.531
H -3.436 8.569 -0.093
H 0.694 8.083 0.890
H 0.300 5.532 1.257
H -1.465 3.808 1.199
H -0.466 9.927 -0.835
C 4.649 0.364 -1.873
C 3.771 -0.557 -2.389
C 2.956 -0.223 -3.468
C 2.905 1.102 -3.905
C 3.817 2.016 -3.408
C 4.647 1.707 -2.327
O 5.569 2.524 -1.719
O 2.199 -1.186 -4.130
H 5.372 -0.003 -1.208
H 3.804 -1.604 -2.045
H 2.316 1.352 -4.780
H 3.903 3.059 -3.825
H 5.727 3.247 -2.254
H 2.598 -2.051 -3.958
C -2.405 -6.642 -3.266
C -1.617 -5.615 -2.794
C -1.007 -4.848 -3.740
C -1.234 -5.049 -5.077
C -2.070 -6.057 -5.604
C -2.727 -6.796 -4.603
O -3.642 -7.764 -4.963
O -0.338 -3.675 -3.407
H -2.963 -7.283 -2.556
H -1.478 -5.359 -1.781
H -0.704 -4.378 -5.706
H -2.222 -6.131 -6.640
H -4.148 -8.048 -4.214
H -0.698 -3.386 -2.575
C -4.088 -3.096 -3.154
C -5.076 -4.068 -3.318
C -5.229 -5.067 -2.343
C -4.520 -5.053 -1.135
C -3.519 -4.016 -0.985
C -3.357 -3.100 -2.018
O -2.288 -2.269 -1.890
O -6.024 -6.147 -2.639
H -3.857 -2.426 -3.962
H -5.689 -4.095 -4.224
H -4.627 -5.826 -0.355
H -2.862 -3.946 -0.179
H -2.168 -1.800 -2.756
H -6.807 -5.935 -3.143
C -2.402 0.648 -5.761
C -1.662 0.269 -4.469
O -1.465 -1.112 -4.230
O -1.493 0.849 -6.834
H -2.892 1.598 -5.504
H -3.168 -0.078 -6.007
H -2.214 0.696 -3.633
H -0.732 0.787 -4.355
H -0.517 -1.309 -4.401
H -0.855 0.042 -6.913
C 3.672 4.917 2.464
C 3.708 4.928 3.999
O 3.828 6.312 4.332
O 2.457 5.579 2.004
H 3.576 3.875 2.183
H 4.474 5.455 2.031
H 4.536 4.379 4.459
H 2.751 4.559 4.388
H 3.602 6.310 5.286
H 2.438 6.476 2.433
C -2.414 -0.532 1.269
C -3.528 -1.107 2.185
O -3.133 -1.544 3.428
O -1.710 0.366 2.101
H -2.897 -0.008 0.460
H -1.709 -1.260 0.913
H -4.097 -1.947 1.746
H -4.242 -0.258 2.334
H -2.595 -0.864 3.867
H -1.267 1.025 1.564
C 0.484 7.240 6.490
C 0.574 6.027 7.362
O 1.443 5.105 6.718
O 1.410 8.247 6.941
H -0.572 7.565 6.468
H 0.869 7.026 5.443
H -0.374 5.642 7.681
H 1.145 6.352 8.259
H 1.312 4.298 7.133
H 1.528 8.897 6.254
C 0.373 2.091 -0.639
C 0.385 0.598 -0.988
O 1.267 -0.095 -0.090
O -0.011 2.477 0.715
H -0.287 2.592 -1.275
H 1.312 2.566 -0.864
H 0.695 0.449 -2.015
H -0.641 0.205 -0.794
H 2.136 -0.083 -0.431
H 0.720 2.287 1.357
C 1.430 -1.503 2.524
C 1.016 -1.629 3.956
O -0.112 -0.816 4.276
O 0.457 -1.982 1.628
H 2.346 -2.129 2.416
H 1.808 -0.483 2.335
H 1.767 -1.402 4.689
H 0.664 -2.655 4.014
H -0.629 -0.640 3.453
H 0.705 -1.530 0.755
```

Mulliken atomic charge list, values in e, 5 entries: C -1.024; C 0.540; C -0.225; C -0.522; C -0.699